The following is a quantum chemistry calculation of C23H19N3O3 in the gas phase, from the OMol25 dataset.

Results
Relative energy (zero: lowest compared OMol25 entry of this formula, charge and spin) in kJ/mol: 2259.72
Multiplicity: 1
E_HOMO in Eh: -0.29239
Charge: 0
Total energy in Ha: -1277.0643
SMILES: CCOc1ccc(/C=N/NC(=O)c2cc(-c3ccco3)nc3ccccc23)cc1

Cartesian coordinates (Å):
C 3.8456 -0.6331 -3.0732
C 2.9142 -1.6770 -3.7423
O 2.2779 -2.6359 -2.7943
C 1.3009 -2.2095 -2.1803
C 0.6080 -0.8956 -2.5014
C -0.3922 -0.7923 -1.5986
C -0.7238 -1.6982 -0.5620
C -0.2753 -2.9410 -0.5747
C 0.8704 -3.2222 -1.3310
H 1.4479 -4.0417 -1.0968
H -0.5906 -3.8353 0.2971
C -2.0447 -1.4960 0.1134
N -2.3209 -1.9072 1.1456
N -3.1904 -1.6406 2.2620
C -3.1310 -0.3162 2.7017
O -3.6772 -0.1104 3.8151
C -1.9578 0.7334 2.3142
C -0.6405 0.1806 2.1962
C 0.0359 0.9455 1.4858
N -0.0417 2.1113 1.1183
C -1.3521 2.6616 1.1401
C -1.5083 3.8144 0.8855
C -2.9076 4.3785 1.0091
C -3.7972 3.6220 1.6469
C -3.8707 2.3330 1.7798
C -2.4517 1.9123 1.8787
H -4.3664 2.0271 2.4014
H -5.0161 4.0271 1.6493
H -2.9736 5.4720 0.6632
H -0.7971 4.5851 0.4345
C 1.4154 0.3734 1.1190
C 2.5306 1.0778 0.3758
C 3.5285 0.0351 0.4280
C 3.0966 -0.9594 0.9089
O 1.8533 -0.7921 1.3908
H 3.3238 -2.2151 1.1692
H 4.4177 0.1979 -0.1751
H 2.7365 2.0090 0.3953
H -0.4152 -0.8523 2.5253
H -3.6223 -2.4466 2.7421
H -2.4262 -0.3297 0.2121
H -0.8429 -0.0701 -1.6027
H 1.0376 -0.3612 -3.1204
H 3.7899 -2.3012 -4.4403
H 2.2555 -1.4354 -4.5869
H 4.5385 -0.9463 -2.4971
H 3.2277 0.1038 -2.4681
H 4.2810 0.1606 -3.8595